Record 1
{
  "formula": "C46H50Br2ClF16O5PSi",
  "method": "the ωB97M-V functional and the def2-TZVPD basis",
  "total_charge": 0,
  "e_homo_ev": -8.441,
  "e_tot_ev": -272006.178,
  "orbital_gap_ev": 7.73,
  "species": ["C", "C", "C", "C", "C", "C", "C", "P", "O", "Cl", "C", "C", "C", "O", "C", "C", "C", "C", "C", "C", "C", "C", "C", "C", "C", "Si", "C", "C", "C", "C", "C", "C", "C", "C", "C", "C", "Br", "C", "C", "Br", "C", "C", "C", "O", "H", "H", "H", "H", "H", "H", "H", "H", "H", "H", "H", "H", "H", "H", "H", "H", "H", "H", "H", "H", "H", "H", "H", "H", "H", "H", "H", "H", "H", "H", "H", "H", "H", "H", "H", "H", "H", "H", "H", "H", "H", "H", "F", "C", "F", "C", "F", "F", "C", "O", "C", "F", "F", "C", "F", "F", "H", "H", "H", "H", "F", "C", "F", "C", "F", "F", "C", "O", "C", "F", "F", "C", "F", "F", "H", "H", "H", "H"],
  "xyz": [[-2.9176, 4.7419, 1.1386], [-3.6933, 3.9185, 0.0991], [-3.9365, 2.4387, 0.5403], [-3.9982, 1.6083, -0.7319], [-5.1930, 1.6609, -1.4383], [-5.2919, 0.9462, -2.5961], [-4.2514, 0.1861, -3.1053], [-4.4917, -0.6851, -4.7179], [-4.4294, -2.2881, -4.3670], [-6.5083, -0.3964, -5.2990], [-3.0610, 0.1364, -2.4152], [-2.9618, 0.8431, -1.2084], [-1.6572, 0.7252, -0.4756], [-1.5273, 0.6837, 0.7365], [-0.4288, 0.6270, -1.3489], [0.7242, 1.1950, -0.8962], [1.8510, 1.1170, -1.6984], [3.1170, 1.7361, -1.1300], [3.6515, 0.7762, 0.0069], [3.7228, 1.4464, 1.3941], [3.4408, 0.4191, 2.5454], [2.2085, 0.8478, 3.3595], [1.6918, -0.2717, 4.2838], [0.4886, 0.2518, 5.1225], [-0.8230, 0.1413, 4.2967], [-1.5120, -1.6330, 4.2757], [-1.0539, -2.5484, 2.6674], [-0.8460, -2.6536, 5.7273], [-3.4006, -1.5249, 4.3841], [-4.1703, -1.3015, 3.2580], [-5.5399, -1.2397, 3.3065], [-6.1928, -1.3898, 4.5054], [-5.4524, -1.6086, 5.6425], [-4.0857, -1.6719, 5.5773], [1.7583, 0.5007, -2.9353], [2.9819, 0.4772, -3.7892], [4.1308, -1.0489, -3.6957], [3.3123, 1.4831, -4.5931], [4.5365, 1.5515, -5.4625], [2.1520, 3.0161, -4.6411], [0.5831, -0.0728, -3.3669], [-0.5237, -0.0253, -2.5606], [-1.8507, -0.6393, -2.9076], [-1.9432, -1.6639, -3.5651], [-3.5756, 5.0494, 1.9580], [-2.0110, 4.2490, 1.4968], [-2.5995, 5.6684, 0.6413], [-3.0458, 3.8535, -0.7882], [-4.6062, 4.4212, -0.2346], [-3.0891, 2.1710, 1.1676], [-4.8742, 2.3375, 1.0916], [-6.0173, 2.2493, -1.0502], [-6.2354, 0.9820, -3.1343], [-4.7575, -2.7303, -5.1616], [0.7300, 1.6921, 0.0689], [2.8226, 2.6757, -0.6551], [3.8827, 1.8848, -1.8904], [4.6065, 0.3572, -0.3266], [2.9720, -0.0785, 0.0990], [3.0064, 2.2624, 1.5181], [4.7531, 1.7906, 1.5414], [3.3443, -0.6017, 2.1579], [4.2860, 0.3996, 3.2450], [2.4453, 1.6914, 4.0181], [1.4013, 1.1138, 2.6635], [1.3509, -1.1542, 3.7259], [2.4784, -0.5986, 4.9768], [0.6693, 1.3241, 5.2698], [0.4080, -0.2693, 6.0795], [-0.6515, 0.4876, 3.2725], [-1.6015, 0.7869, 4.7262], [-0.6946, -3.5561, 2.8924], [-0.2848, -1.9472, 2.1689], [-1.9048, -2.5747, 1.9795], [-1.0061, -2.1770, 6.6984], [-1.2610, -3.6653, 5.6765], [0.2380, -2.7497, 5.5707], [-3.6661, -1.1569, 2.3038], [-6.0729, -1.0687, 2.3738], [-7.2763, -1.3197, 4.5267], [-5.9919, -1.7366, 6.5767], [-3.5644, -1.8587, 6.5147], [4.7061, 2.5998, -5.7300], [5.4413, 1.1900, -4.9716], [4.3807, 1.0282, -6.4122], [0.5250, -0.5830, -4.3247], [-2.2474, -2.2244, -11.0183], [-1.6908, -3.4444, -11.1056], [-1.6016, -3.7467, -12.4226], [-2.5164, -4.5208, -10.3934], [-3.7134, -4.6771, -10.9985], [-1.8423, -5.6938, -10.5626], [-2.7372, -4.3647, -8.8744], [-3.9703, -3.8055, -8.4185], [-4.1444, -2.4369, -8.3271], [-2.9724, -1.8012, -8.4728], [-4.5551, -2.1897, -7.0542], [-5.2253, -1.9127, -9.2785], [-4.9417, -2.2165, -10.5569], [-5.3020, -0.5678, -9.1822], [-0.6770, -3.4009, -10.6978], [-2.7638, -5.3831, -8.4881], [-1.8822, -3.8976, -8.3855], [-6.1961, -2.3456, -9.0266], [5.4705, 0.7226, 7.1206], [5.5200, 1.9395, 7.6887], [4.3201, 2.5283, 7.4691], [6.6306, 2.8194, 7.1044], [6.3847, 3.0894, 5.8040], [6.5614, 4.0100, 7.7654], [8.0873, 2.3286, 7.2492], [8.6960, 1.6665, 6.1407], [8.5271, 0.3070, 5.9399], [7.9628, -0.2706, 7.0161], [9.7638, -0.2236, 5.8268], [7.7654, 0.0036, 4.6464], [6.5570, 0.5945, 4.6415], [7.5705, -1.3291, 4.5258], [5.6476, 1.8207, 8.7684], [8.6795, 3.2367, 7.3580], [8.2395, 1.7768, 8.1770], [8.3261, 0.3575, 3.7787]],
  "forces_ev_per_a": [[-0.6, 0.7, -0.6], [0.9, -0.6, 0.1], [0.4, 0.8, -0.7], [-0.8, 0.4, 1.6], [0.5, 0.0, 0.2], [-1.2, 0.2, -0.6], [-1.2, -1.3, -0.4], [1.5, 0.2, -1.0], [-1.0, 0.7, 0.4], [0.1, 0.0, 0.7], [0.8, -0.2, 0.2], [1.1, -0.3, 0.1], [0.6, -0.3, 0.3], [-0.3, 0.2, -0.6], [-1.6, 0.2, 0.9], [0.3, 0.0, -0.1], [0.6, 0.9, 0.6], [-0.3, -1.1, 0.5], [-0.6, 0.5, -0.4], [0.8, -1.4, 0.5], [0.2, 0.9, 0.3], [-0.1, -1.4, 0.0], [-0.5, 0.4, 0.7], [0.0, 0.3, -1.2], [0.1, -0.4, 0.6], [-0.2, -0.1, -0.2], [-0.1, 0.7, 0.3], [0.2, 0.3, -0.6], [0.6, -0.2, 0.2], [0.7, 0.1, -0.8], [-0.3, 0.2, -0.9], [-0.7, 0.1, -0.3], [-1.0, 0.0, 0.5], [0.6, -0.3, 1.0], [1.2, -0.3, -0.1], [-0.5, 0.4, -0.3], [-0.3, 0.2, 0.1], [0.3, -0.3, 0.0], [-0.2, 0.9, -0.4], [0.3, -0.4, -0.1], [-0.1, -0.8, -0.7], [-0.9, -0.1, 0.0], [0.0, -0.4, -0.6], [0.1, 1.2, 0.4], [0.3, -0.2, 0.1], [-0.3, -0.1, 0.1], [0.0, -0.1, 0.2], [-0.2, 0.1, 0.1], [0.0, -0.1, 0.2], [-0.3, -0.3, 0.0], [0.2, 0.0, 0.1], [0.0, -0.1, -0.1], [0.2, -0.1, 0.0], [0.2, -0.3, 0.1], [0.1, -0.1, -0.1], [0.3, 0.1, -0.3], [-0.1, 0.2, 0.1], [0.0, 0.1, 0.3], [0.0, 0.1, -0.2], [0.2, 0.1, -0.3], [-0.3, 0.5, -0.1], [-0.2, 0.2, 0.0], [0.0, -0.1, -0.2], [0.0, 0.1, -0.4], [0.1, 0.2, 0.2], [0.3, 0.1, -0.1], [0.1, 0.1, -0.3], [0.0, -0.2, 0.5], [0.0, 0.2, -0.1], [-0.1, 0.0, 0.1], [0.1, -0.1, -0.1], [0.0, 0.1, -0.2], [0.1, -0.3, 0.0], [0.1, -0.2, 0.1], [-0.1, -0.3, 0.0], [-0.1, 0.2, 0.2], [-0.1, 0.0, 0.1], [-0.1, 0.0, 0.0], [-0.1, 0.0, 0.2], [0.1, -0.1, 0.2], [0.3, 0.0, 0.0], [0.2, 0.0, -0.2], [0.1, -0.2, 0.0], [-0.2, -0.2, 0.0], [0.0, -0.1, 0.2], [0.1, 0.1, 0.1], [-0.2, 0.0, 0.2], [0.5, 0.0, -0.3], [-0.1, -0.2, 0.1], [-0.8, 0.0, 0.2], [0.0, 0.2, -0.1], [0.3, 0.1, 0.1], [0.2, -0.2, 0.6], [-0.1, 0.4, -0.7], [0.9, -0.8, 0.3], [-0.2, 0.3, -0.2], [-0.3, -0.1, -0.6], [-0.5, 0.2, -0.1], [0.2, -0.1, 0.0], [0.1, 0.0, 0.2], [0.0, -0.1, 0.1], [-0.1, 0.0, -0.1], [0.0, 0.2, -0.2], [0.1, 0.0, 0.1], [0.2, -0.1, -0.2], [-0.4, 0.1, 0.4], [0.1, 0.2, 0.0], [0.4, -0.1, -0.7], [-0.1, -0.1, 0.0], [0.0, -0.2, 0.3], [0.6, 0.1, 0.3], [-0.8, -0.2, -0.2], [0.4, 0.6, 0.9], [-0.2, -0.1, -0.2], [-0.1, -0.1, -0.2], [-0.1, -0.1, -0.5], [-0.1, 0.1, 0.2], [0.1, 0.0, 0.2], [0.1, 0.0, 0.0], [-0.1, 0.0, -0.1], [-0.2, -0.2, -0.1], [0.1, 0.0, 0.1]],
  "lowdin_charge": [-0.108, -0.236, -0.129, -0.162, -0.010, -0.099, -0.313, 0.648, -0.328, 0.208, -0.081, -0.036, -0.232, 0.098, -0.077, 0.052, -0.183, -0.111, -0.171, -0.186, -0.194, -0.211, -0.214, -0.253, -0.239, 0.617, -0.158, -0.181, -0.251, -0.111, -0.099, -0.101, -0.103, -0.109, -0.276, -0.691, 0.785, -0.727, -0.159, 0.785, 0.047, -0.076, -0.250, 0.101, 0.073, 0.071, 0.069, 0.110, 0.108, 0.090, 0.121, 0.128, 0.059, 0.023, 0.136, 0.114, 0.101, 0.107, 0.104, 0.099, 0.105, 0.109, 0.092, 0.118, 0.102, 0.092, 0.112, 0.098, 0.086, 0.052, 0.076, 0.029, 0.017, 0.019, 0.029, 0.036, 0.031, 0.094, 0.105, 0.104, 0.105, 0.100, 0.058, 0.061, 0.090, 0.145, 0.100, -0.308, 0.096, -0.440, 0.132, 0.105, -0.033, 0.046, -0.515, 0.156, 0.038, -0.284, 0.106, 0.101, 0.173, 0.148, 0.146, 0.177, 0.098, -0.308, 0.094, -0.439, 0.130, 0.104, -0.037, 0.042, -0.533, 0.148, 0.146, -0.285, 0.094, 0.102, 0.173, 0.148, 0.145, 0.176]
}

***

Record 2
{
  "formula": "C3H5N3",
  "method": "the ωB97M-V functional and the def2-TZVPD basis",
  "total_charge": 0,
  "e_homo_ev": -9.151,
  "e_tot_ev": -7658.935,
  "orbital_gap_ev": 9.90,
  "species": ["C", "C", "N", "N", "N", "C", "H", "H", "H", "H", "H"],
  "xyz": [[0.4211, 1.3300, -1.7054], [0.2695, -0.0980, -1.9725], [0.1513, -1.2374, -2.1351], [-1.2319, -0.9573, 3.1919], [-0.5698, -0.8956, 2.1471], [-0.0208, -0.6694, 1.1128], [0.2785, 1.5025, -0.6336], [1.4223, 1.6602, -1.9929], [-0.3210, 1.9016, -2.2677], [-0.5992, -1.1934, 3.9606], [0.2001, -1.3433, 0.2949]],
  "forces_ev_per_a": [[0.0, 0.1, 0.0], [-0.1, -1.0, -0.2], [0.1, 1.1, 0.1], [0.2, 0.0, -0.2], [0.2, 0.1, -0.3], [-0.3, -0.2, 0.6], [0.0, 0.0, -0.2], [-0.1, -0.1, 0.0], [0.1, -0.1, 0.1], [-0.1, 0.0, 0.0], [0.0, 0.0, 0.1]],
  "lowdin_charge": [-0.072, -0.299, 0.127, 0.063, -0.230, 0.074, 0.064, 0.085, 0.085, 0.066, 0.037]
}

***

Record 3
{
  "formula": "C25H44Cl4IrN3O6Si",
  "method": "the ωB97M-V functional and the def2-TZVPD basis",
  "total_charge": 0,
  "e_homo_ev": [-6.830, -8.089],
  "s_squared": 6.02,
  "e_tot_ev": -104196.158,
  "orbital_gap_ev": [7.26, 6.18],
  "spin_multiplicity": 5,
  "species": ["C", "C", "H", "H", "H", "C", "C", "H", "H", "H", "H", "Ir", "Cl", "C", "O", "N", "C", "C", "H", "H", "H", "H", "H", "H", "H", "H", "H", "C", "C", "N", "H", "C", "O", "H", "H", "H", "H", "H", "H", "C", "C", "N", "H", "C", "O", "H", "H", "H", "H", "O", "C", "C", "C", "H", "C", "H", "C", "H", "C", "C", "H", "H", "H", "Si", "Cl", "C", "C", "C", "H", "H", "H", "H", "H", "H", "H", "H", "H", "Cl", "C", "Cl", "C", "O", "O", "H"],
  "xyz": [[-2.0263, -0.1407, -3.9358], [-1.3185, -1.2012, -3.1865], [-1.4544, 0.1665, -4.8097], [-2.2314, 0.7299, -3.3168], [-2.9801, -0.5547, -4.2757], [-0.7114, -2.2211, -3.8059], [-0.5647, -2.3303, -5.2871], [-0.3841, -3.0896, -3.2291], [-0.1439, -1.4230, -5.7389], [-1.5136, -2.5433, -5.8009], [0.1176, -3.1586, -5.4993], [0.3219, 1.7717, -1.0117], [-2.2730, 2.2815, -1.0975], [0.2274, -1.6311, 2.1274], [0.9719, -0.7331, 1.7116], [0.6532, -2.5438, 3.0468], [2.0810, -2.6273, 3.3006], [-0.1995, -3.5692, 3.6291], [-0.8223, -1.7369, 1.7650], [2.4913, -1.6113, 3.3311], [2.6045, -3.1765, 2.5009], [2.2482, -3.1369, 4.2539], [-1.2186, -3.1790, 3.7320], [0.2021, -3.8334, 4.6161], [-0.2329, -4.4712, 2.9979], [0.9807, 2.1819, 5.1704], [-0.4794, 3.5887, 5.3095], [1.0859, 2.0348, 4.0885], [-0.6473, 3.8057, 4.2432], [0.1261, 2.8774, 3.4350], [0.9188, 0.9763, 3.8536], [-0.1533, 2.7583, 2.0983], [0.4012, 1.9469, 1.3167], [-1.7083, 3.6914, 3.9865], [-0.6959, 3.6506, 1.7573], [2.1081, 2.3108, 3.7988], [-0.3383, 4.8451, 4.0485], [3.2089, 0.1205, -3.6461], [2.7518, -2.7666, -2.0333], [3.8647, 0.0967, -2.7626], [3.6014, -2.1426, -1.7075], [3.2453, -0.7283, -1.7237], [3.9877, 1.1223, -2.4000], [2.4972, -0.2285, -0.7486], [2.1887, 0.9965, -0.6542], [3.8405, -2.4229, -0.6655], [2.1667, -0.9348, 0.0427], [4.8282, -0.3684, -3.0249], [4.4624, -2.3106, -2.3693], [-0.5051, -0.1779, -1.1034], [-1.3976, -1.0971, -1.6582], [0.1663, -2.8904, -0.8276], [-1.1304, -2.4085, -0.9099], [0.9511, -2.2951, -1.2999], [0.4130, -4.1163, -0.2065], [-2.4521, -0.8191, -1.4546], [-2.1954, -3.1151, -0.3476], [1.4116, -4.5401, -0.2246], [-0.6376, -4.8050, 0.3962], [-1.9274, -4.2848, 0.3640], [-3.2089, -2.7530, -0.5084], [-0.4662, -5.7779, 0.8468], [-2.7530, -4.7853, 0.8636], [-0.8222, 3.8674, -1.1303], [0.8657, 1.0976, -3.1293], [1.1177, 3.7797, -0.8628], [-1.6182, 5.3043, -0.1810], [-0.7366, 4.3286, -2.9587], [1.8624, 2.9334, -0.6818], [1.2352, 4.3814, 0.0414], [1.5395, 4.2602, -1.7578], [0.2416, 4.1104, -3.4027], [-0.9118, 5.4051, -3.0647], [-1.4880, 3.7786, -3.5346], [-1.6110, 5.2737, 0.9169], [-2.6757, 5.4539, -0.4539], [-1.1301, 6.2603, -0.4378], [-3.5795, -1.3659, 2.4454], [-2.9689, 0.0985, 3.1781], [-1.8587, -0.2359, 4.5089], [-2.1842, 0.8901, 2.0674], [-2.1017, 2.1125, 2.4326], [-1.7355, 0.2710, 1.1121], [-3.7943, 0.7217, 3.5320]],
  "forces_ev_per_a": [[-0.2, 0.4, -0.2], [1.0, -0.5, 0.2], [-0.1, 0.1, 0.0], [0.0, 0.0, -0.1], [-0.1, 0.1, -0.1], [-0.5, 0.0, 0.7], [0.1, -0.2, -0.4], [0.2, 0.5, -0.1], [-0.1, -0.1, 0.1], [0.1, 0.1, 0.1], [-0.1, 0.1, -0.2], [-3.5, -1.7, 1.6], [-0.5, 0.3, 0.2], [0.5, 0.5, -0.1], [-0.6, -1.3, 0.2], [0.1, 0.0, -0.2], [0.0, 0.3, 0.0], [-0.1, 0.1, -0.4], [0.5, 0.1, 0.5], [0.0, -0.3, 0.1], [-0.1, 0.0, 0.2], [0.0, 0.1, -0.2], [0.2, -0.1, 0.0], [-0.3, 0.1, -0.2], [0.0, 0.1, 0.3], [0.1, -0.2, -0.3], [-0.2, 0.1, -0.5], [0.3, -0.5, 0.2], [-0.1, 0.3, -0.3], [0.2, 0.0, -0.8], [0.1, 0.2, 0.0], [0.8, 0.6, 0.4], [-0.2, 1.0, 1.2], [0.2, 0.1, 0.3], [0.1, -0.3, -0.2], [-0.1, -0.2, 0.0], [-0.1, -0.1, 0.2], [0.4, 0.0, 0.2], [0.4, 0.2, -0.1], [-0.2, -0.1, -0.3], [-0.3, -0.4, 0.5], [0.3, 0.4, 0.2], [0.0, -0.3, -0.1], [0.0, 0.3, 0.4], [2.5, -1.8, 0.5], [0.1, -0.1, -0.6], [0.0, 0.4, -0.4], [-0.3, 0.4, 0.2], [-0.3, 0.0, 0.4], [0.0, -0.7, -0.7], [-0.6, -1.3, 1.1], [0.1, -0.3, 0.1], [-0.7, 0.2, -0.6], [-0.2, -0.3, 0.3], [-0.1, 0.3, -0.2], [0.4, 0.4, 0.2], [0.7, 0.0, -0.1], [0.0, 0.0, 0.1], [0.0, 0.0, -0.1], [-0.3, 0.2, -0.3], [0.1, 0.0, 0.3], [0.1, 0.2, 0.1], [0.2, -0.1, -0.1], [-0.1, 1.4, -1.5], [0.2, 0.1, -2.6], [1.9, 1.0, 0.6], [0.0, 0.4, 0.4], [-0.4, 0.1, -0.1], [-0.2, 1.5, 0.1], [0.2, 0.0, 0.0], [-0.3, 0.1, 0.5], [-0.3, -0.1, 0.2], [-0.1, -0.1, -0.1], [0.0, 0.2, 0.0], [0.1, -0.3, -0.3], [0.3, -0.4, -0.1], [0.1, -0.4, -0.1], [-0.6, -0.8, 0.2], [0.0, 0.6, -1.0], [0.1, -0.1, 0.3], [-0.2, 0.8, 1.2], [-0.7, -1.3, -1.1], [-0.4, 0.3, 0.0], [0.2, -0.4, 0.1]],
  "lowdin_charge": [-0.089, -0.281, 0.067, 0.027, 0.099, -0.106, -0.091, 0.105, 0.077, 0.086, 0.070, 1.042, 0.448, -0.318, -0.033, -0.177, -0.050, -0.056, 0.110, 0.085, 0.086, 0.082, 0.065, 0.086, 0.068, 0.082, 0.087, -0.056, -0.050, -0.182, 0.067, -0.342, -0.126, 0.083, 0.101, 0.092, 0.085, 0.044, 0.082, -0.059, -0.027, -0.155, 0.094, -0.282, -0.255, 0.104, 0.130, 0.089, 0.093, -0.203, -0.311, -0.065, -0.185, 0.086, -0.068, 0.154, -0.034, 0.102, -0.110, -0.079, 0.117, 0.102, 0.108, 0.075, 0.217, -0.314, -0.190, -0.232, 0.024, 0.050, 0.049, 0.011, 0.033, 0.024, 0.021, 0.042, 0.041, 0.632, -0.998, 0.635, -0.741, -0.081, -0.077, 0.068]
}